No. 1
Molecular formula: C21H60KN3O22S4
Method: DFT, ωB97M-V/def2-TZVPD

Lowest unoccupied orbital energy = -0.0379 hartree
HOMO = -8.91 eV
Energy above the lowest of the compared OMol25 structures with the same formula, charge and spin = 0.000 eV
Gap between HOMO and LUMO = 7.882 eV
E_tot = -131918.43192 eV

```
! wB97M-V def2-TZVPD RIJCOSX def2/J DEFGRID3
* xyz 0 1
K 1.96 -4.96 -0.10
C 0.38 -2.78 2.37
C -0.03 -2.21 1.02
C 1.06 -1.19 0.55
O -0.24 -3.22 0.09
H 0.29 -2.07 3.20
H 1.43 -3.07 2.40
H -0.23 -3.61 2.74
H -0.94 -1.61 1.13
H 1.96 -1.72 0.23
H 1.28 -0.52 1.38
H 0.68 -0.50 -0.20
C -3.65 -3.80 0.81
O -2.63 -4.72 0.40
H -3.38 -3.31 1.74
H -3.89 -3.02 0.08
H -4.60 -4.27 1.04
H -1.80 -4.23 0.31
C -0.66 -5.43 -2.98
O 0.29 -4.69 -2.27
H -1.25 -4.82 -3.67
H -0.15 -6.17 -3.60
H -1.39 -5.88 -2.30
H -0.15 -4.09 -1.66
C -2.08 -1.00 -2.13
O -1.28 -2.13 -2.26
H -1.57 -0.31 -1.45
H -2.28 -0.42 -3.03
H -3.04 -1.26 -1.67
H -0.88 -2.35 -1.41
O 2.02 5.77 3.77
S 3.13 5.51 2.91
O 4.49 5.89 3.26
O 3.18 3.85 2.66
C 4.16 3.35 1.75
C 3.52 2.31 0.78
C 2.76 6.07 1.25
H 4.87 2.83 2.39
H 4.68 4.10 1.16
H 2.79 2.89 0.21
H 3.07 1.48 1.32
H 4.20 1.98 -0.01
H 2.01 5.45 0.76
H 3.73 6.07 0.75
H 2.38 7.08 1.39
O -3.72 2.09 -1.52
S -4.81 2.55 -0.64
O -6.18 2.55 -1.16
O -4.70 1.70 0.79
C -3.41 1.36 1.21
C -3.51 -0.03 1.77
C -4.56 4.26 0.00
H -3.25 2.06 2.03
H -2.59 1.42 0.51
H -2.60 -0.18 2.35
H -3.54 -0.73 0.93
H -4.33 -0.30 2.43
H -3.74 4.21 0.72
H -5.46 4.49 0.56
H -4.36 4.90 -0.86
O 1.68 0.71 -8.04
S 1.42 -0.47 -7.20
O 2.08 -1.75 -7.46
O 1.72 -0.13 -5.61
C 1.48 -1.09 -4.56
C 2.13 -0.56 -3.25
C -0.43 -0.73 -7.12
H 1.92 -2.08 -4.74
H 0.40 -1.17 -4.43
H 3.22 -0.58 -3.31
H 1.78 -1.09 -2.36
H 2.03 0.52 -3.16
H -0.72 -1.66 -6.63
H -0.82 -0.81 -8.13
H -0.90 0.08 -6.57
O -2.15 6.35 -2.76
S -0.82 5.90 -2.47
O -0.33 6.04 -1.10
O -0.79 4.33 -2.89
C 0.24 3.45 -2.42
C -0.21 2.82 -1.07
C 0.37 6.60 -3.73
H 1.23 3.89 -2.30
H 0.18 2.58 -3.08
H 0.38 1.94 -0.81
H -1.24 2.46 -0.97
H -0.02 3.55 -0.29
H 1.20 7.08 -3.20
H -0.22 7.26 -4.37
H 0.79 5.75 -4.27
C 1.41 -5.18 4.66
N 2.55 -5.92 4.15
O 3.21 -6.64 4.88
O 2.91 -5.72 2.99
H 1.23 -5.39 5.71
H 0.57 -5.29 3.98
H 1.68 -4.13 4.54
C 3.38 -0.92 3.52
N 4.43 -0.43 4.49
O 4.04 0.08 5.52
O 5.62 -0.58 4.26
H 2.85 -1.74 3.99
H 3.86 -1.16 2.57
H 2.72 -0.05 3.51
C -2.96 -3.67 4.82
N -2.51 -2.36 5.36
O -2.19 -1.53 4.49
O -2.56 -2.20 6.56
H -2.25 -4.05 4.09
H -3.93 -3.55 4.33
H -3.05 -4.39 5.63
*
```


No. 2
Molecular formula: C21H60N3O22S4
Method: DFT, ωB97M-V/def2-TZVPD

Lowest unoccupied orbital energy = 0.0604 hartree
HOMO = -2.80 eV
Energy above the lowest of the compared OMol25 structures with the same formula, charge and spin = 2.638 eV
Gap between HOMO and LUMO = 4.448 eV
E_tot = -115591.42239 eV

```
! wB97M-V def2-TZVPD RIJCOSX def2/J DEFGRID3
* xyz -1 1
C 13.87 -22.13 27.87
C 13.88 -23.19 28.95
C 13.50 -24.52 28.25
O 14.95 -23.21 29.84
H 12.95 -22.05 27.30
H 14.69 -22.29 27.17
H 14.03 -21.19 28.40
H 13.00 -22.98 29.56
H 12.44 -24.48 27.99
H 13.50 -25.43 28.86
H 13.98 -24.72 27.30
C 17.77 -28.93 26.74
O 19.08 -28.92 26.19
H 17.14 -28.11 26.38
H 17.08 -29.73 26.47
H 17.88 -28.89 27.82
H 19.68 -28.35 26.69
C 16.24 -22.13 35.51
O 15.69 -23.21 34.77
H 16.92 -22.55 36.26
H 16.74 -21.37 34.91
H 15.47 -21.63 36.09
H 15.69 -22.90 33.86
C 16.17 -18.24 31.53
O 17.11 -19.28 31.42
H 15.76 -18.14 32.53
H 16.63 -17.29 31.26
H 15.31 -18.28 30.87
H 16.56 -20.07 31.44
O 10.55 -31.41 20.18
S 11.38 -30.30 19.72
O 10.84 -29.04 19.19
O 12.34 -29.86 21.06
C 11.67 -29.28 22.15
C 12.71 -28.63 23.03
C 12.66 -30.83 18.54
H 11.14 -30.08 22.65
H 11.04 -28.48 21.75
H 13.37 -29.36 23.49
H 12.18 -28.02 23.76
H 13.28 -27.96 22.39
H 13.58 -31.01 19.09
H 12.88 -30.12 17.75
H 12.34 -31.76 18.08
O 4.68 -25.26 25.30
S 4.41 -24.18 24.33
O 3.36 -23.15 24.54
O 5.77 -23.33 24.15
C 6.95 -24.07 23.96
C 7.98 -23.72 24.98
C 4.17 -24.84 22.64
H 7.37 -24.03 22.95
H 6.76 -25.13 24.11
H 8.86 -24.31 24.72
H 7.67 -23.96 25.99
H 8.34 -22.69 24.94
H 5.08 -25.37 22.34
H 4.17 -23.96 22.01
H 3.23 -25.41 22.68
O 17.58 -18.64 25.97
S 16.97 -17.31 25.99
O 16.92 -16.47 24.79
O 15.43 -17.44 26.59
C 14.48 -16.43 26.35
C 13.09 -16.86 26.85
C 17.75 -16.37 27.34
H 14.29 -16.13 25.33
H 14.76 -15.49 26.82
H 13.12 -17.28 27.85
H 12.65 -17.61 26.18
H 12.45 -15.98 26.93
H 17.11 -15.52 27.59
H 18.65 -16.02 26.84
H 17.87 -17.16 28.09
O 9.21 -18.21 33.75
S 9.76 -19.56 33.71
O 9.67 -20.40 34.89
O 9.26 -20.45 32.41
C 9.14 -19.91 31.08
C 8.12 -20.75 30.32
C 11.45 -19.36 33.23
H 10.17 -19.91 30.71
H 8.82 -18.87 31.03
H 8.25 -21.83 30.40
H 8.08 -20.55 29.25
H 7.10 -20.56 30.66
H 11.77 -20.37 32.99
H 12.03 -19.05 34.09
H 11.66 -18.79 32.32
C 10.60 -25.07 33.38
N 10.08 -26.10 32.46
O 9.54 -25.75 31.44
O 10.42 -27.24 32.71
H 10.54 -24.11 32.87
H 11.64 -25.27 33.65
H 10.05 -25.03 34.31
C 14.88 -22.46 22.10
N 13.52 -21.85 22.02
O 13.36 -20.66 22.09
O 12.61 -22.68 21.98
H 15.11 -22.63 21.04
H 14.83 -23.42 22.62
H 15.54 -21.79 22.64
C 11.77 -31.96 30.23
N 12.51 -31.38 29.10
O 12.33 -31.81 27.95
O 13.30 -30.46 29.41
H 11.17 -32.80 29.88
H 11.13 -31.26 30.75
H 12.51 -32.46 30.87
*
```


No. 3
Molecular formula: C21H61NaO10S9
Method: DFT, ωB97M-V/def2-TZVPD

Lowest unoccupied orbital energy = -0.0994 hartree
HOMO = -5.74 eV
Gap between HOMO and LUMO = 3.033 eV
E_tot = -145157.88833 eV

```
! wB97M-V def2-TZVPD RIJCOSX def2/J DEFGRID3
* xyz 0 1
Na 2.25 -4.89 4.74
C -0.63 -2.49 -0.58
C 0.27 -1.54 0.26
C -0.35 -0.25 0.66
O 1.08 -2.35 1.11
H -1.41 -2.05 -1.19
H -1.15 -3.27 -0.03
H 0.00 -3.07 -1.25
H 1.05 -1.25 -0.45
H 0.30 0.32 1.32
H -1.31 -0.34 1.16
H -0.59 0.41 -0.17
C 6.15 3.54 -1.74
S 5.09 4.82 -2.60
O 4.34 4.42 -3.84
C 3.80 4.89 -1.32
H 6.90 3.03 -2.35
H 5.61 2.65 -1.45
H 6.53 4.04 -0.85
H 3.00 5.56 -1.65
H 4.22 5.19 -0.36
H 3.34 3.93 -1.10
C -7.76 -2.17 -3.68
S -7.24 -0.47 -3.35
O -6.93 -0.28 -1.86
C -5.56 -0.44 -3.95
H -7.35 -2.39 -4.67
H -8.84 -2.27 -3.63
H -7.28 -2.87 -3.00
H -4.98 -1.36 -3.83
H -4.94 0.30 -3.45
H -5.55 -0.10 -4.99
C 2.81 7.31 5.35
S 1.44 6.22 5.87
O 0.66 6.91 6.97
C 0.43 6.23 4.25
H 2.54 8.25 4.87
H 3.53 6.77 4.73
H 3.33 7.53 6.28
H 0.84 5.71 3.39
H -0.06 7.20 4.15
H -0.32 5.50 4.56
C -6.02 4.39 3.12
S -7.29 3.58 4.20
O -7.06 3.90 5.64
C -8.60 4.76 3.71
H -5.36 5.01 3.72
H -6.43 5.16 2.46
H -5.48 3.76 2.40
H -8.60 4.97 2.64
H -8.50 5.71 4.25
H -9.61 4.40 3.90
C 2.22 -8.57 -3.17
S 2.33 -9.99 -4.43
O 3.01 -9.52 -5.74
C 3.47 -11.23 -3.64
H 3.25 -8.51 -2.81
H 1.61 -8.83 -2.30
H 1.79 -7.64 -3.53
H 4.47 -10.80 -3.71
H 3.54 -12.12 -4.27
H 3.32 -11.44 -2.59
C 4.46 1.25 5.99
S 5.79 1.77 4.65
O 5.20 2.66 3.51
C 6.02 0.02 3.94
H 4.86 0.66 6.81
H 3.63 0.70 5.53
H 3.98 2.13 6.42
H 5.33 -0.36 3.19
H 5.90 -0.50 4.89
H 7.03 -0.01 3.53
C -4.16 -4.96 3.80
S -5.00 -4.28 5.33
O -3.97 -4.05 6.46
C -5.02 -2.55 4.63
H -4.45 -4.53 2.84
H -4.24 -6.04 3.64
H -3.12 -4.72 4.06
H -4.01 -2.17 4.49
H -5.49 -1.87 5.34
H -5.61 -2.57 3.71
C 5.62 -3.77 -2.42
S 6.04 -2.82 -3.99
O 6.84 -3.72 -4.93
C 4.25 -2.68 -4.63
H 5.60 -3.18 -1.50
H 6.37 -4.56 -2.43
H 4.62 -4.19 -2.54
H 3.37 -2.58 -3.99
H 4.12 -3.72 -4.93
H 4.03 -2.06 -5.50
C -1.97 4.91 -6.12
S -0.48 3.98 -6.64
O -0.95 2.97 -7.73
C -0.22 2.97 -5.13
H -1.77 5.65 -5.35
H -2.77 4.31 -5.68
H -2.51 5.42 -6.92
H -0.96 2.17 -5.25
H -0.52 3.65 -4.33
H 0.83 2.80 -4.92
*
```


No. 4
Molecular formula: C21H62N19O9P
Method: DFT, ωB97M-V/def2-TZVPD

Lowest unoccupied orbital energy = 0.0052 hartree
HOMO = -7.22 eV
Structure (SMILES) = CCCCCCCCCPN=C(C)C.NC(N)=O.NC(N)=O.NC(N)=O.NC(N)=O.NC(N)=O.NC(N)=O.NC(N)=O.NC(N)=O.NC(N)=O
Gap between HOMO and LUMO = 7.360 eV
E_tot = -78818.64111 eV

```
! wB97M-V def2-TZVPD RIJCOSX def2/J DEFGRID3
* xyz 0 1
C -1.43 0.09 1.83
C -2.55 0.79 1.10
C -2.13 1.35 -0.28
C -2.16 2.86 -0.31
C -0.83 3.53 0.12
C -0.92 4.13 1.51
C 0.32 4.89 2.06
C 1.54 5.05 1.14
C 2.52 3.85 0.98
P 4.20 4.34 1.58
N 5.31 3.04 1.46
C 6.26 3.23 0.60
C 6.19 2.83 -0.83
C 7.55 3.84 1.06
H -1.01 -0.65 1.16
H -1.84 -0.44 2.68
H -0.66 0.77 2.20
H -2.98 1.56 1.73
H -3.29 0.02 0.90
H -1.12 0.98 -0.46
H -2.73 0.91 -1.06
H -2.97 3.18 0.35
H -2.39 3.17 -1.32
H -0.09 2.74 0.17
H -0.49 4.23 -0.64
H -1.13 3.30 2.18
H -1.81 4.76 1.55
H -0.02 5.90 2.30
H 0.63 4.45 3.00
H 2.14 5.84 1.58
H 1.24 5.41 0.17
H 2.62 3.62 -0.07
H 2.15 2.93 1.43
H 4.00 4.48 2.99
H 6.59 1.81 -0.98
H 5.17 2.87 -1.19
H 6.83 3.47 -1.44
H 7.33 4.89 1.25
H 8.34 3.73 0.33
H 7.88 3.40 1.99
C 8.15 -1.05 -1.36
O 8.26 0.10 -1.76
N 7.81 -1.37 -0.10
N 8.38 -2.13 -2.18
H 7.72 -2.32 0.23
H 7.64 -0.62 0.54
H 8.64 -1.93 -3.12
H 8.30 -3.08 -1.87
C -5.02 0.74 -3.58
O -4.45 1.35 -2.69
N -4.78 0.98 -4.91
N -5.93 -0.25 -3.34
H -5.24 0.48 -5.65
H -4.11 1.69 -5.13
H -6.13 -0.45 -2.38
H -6.40 -0.76 -4.06
C -4.15 -3.76 1.96
O -5.10 -4.44 1.60
N -3.82 -3.59 3.27
N -3.34 -3.11 1.06
H -3.05 -3.03 3.58
H -4.40 -4.04 3.95
H -3.55 -3.22 0.09
H -2.56 -2.54 1.34
C -4.13 -8.43 2.65
O -4.15 -8.34 3.86
N -4.12 -9.64 2.01
N -4.12 -7.34 1.83
H -4.11 -9.74 1.01
H -4.13 -10.46 2.58
H -4.14 -6.43 2.27
H -4.11 -7.39 0.83
C -4.48 -1.49 -7.95
O -5.45 -1.12 -7.31
N -3.53 -0.62 -8.41
N -4.27 -2.80 -8.25
H -2.73 -0.90 -8.94
H -3.66 0.35 -8.21
H -4.95 -3.46 -7.93
H -3.48 -3.13 -8.78
C 5.26 -3.74 0.61
O 6.28 -3.73 -0.03
N 4.07 -3.32 0.09
N 5.24 -4.16 1.91
H 3.21 -3.31 0.60
H 4.07 -3.00 -0.86
H 6.11 -4.47 2.30
H 4.42 -4.18 2.48
C 2.48 3.89 -2.96
O 3.35 3.73 -2.13
N 2.30 3.01 -4.00
N 1.62 4.95 -2.93
H 1.58 3.12 -4.69
H 2.91 2.22 -4.05
H 1.74 5.61 -2.18
H 0.90 5.10 -3.60
C -5.91 0.79 3.22
O -5.14 0.16 3.93
N -6.46 0.26 2.09
N -6.28 2.08 3.50
H -7.09 0.76 1.49
H -6.21 -0.69 1.86
H -5.89 2.50 4.32
H -6.90 2.61 2.93
C 0.95 -2.04 4.41
O -0.02 -2.70 4.04
N 1.27 -1.89 5.72
N 1.77 -1.39 3.53
H 2.05 -1.35 6.04
H 0.69 -2.35 6.39
H 1.56 -1.48 2.55
H 2.56 -0.84 3.81
*
```